# C36H41CeN15

A molecular structure, C36H41CeN15 in a non-equilibrium geometry (the ωB97M-V functional and the def2-TZVPD basis, OMol25).

```
93
Properties=species:S:1:pos:R:3:forces:R:3
N 2.385448 -1.800492 1.494585 -0.038 0.282 -0.076
C 4.099676 -2.052205 4.112857 -0.343 -0.106 0.261
C 0.748930 -3.539651 1.540404 -0.375 0.107 -0.274
N -1.939185 3.130003 -3.128768 0.006 0.025 -0.052
C -1.545513 -2.964656 1.270906 0.154 0.009 0.143
C 1.611225 -3.320667 -3.017527 -0.283 0.033 0.102
C -2.406674 -1.684906 -1.522582 -0.996 0.005 0.098
H 2.899854 0.985439 1.540834 0.049 0.014 0.000
C 1.691869 2.517151 2.082077 -0.083 0.069 -0.027
C 1.522697 2.570779 -2.178230 0.104 -0.003 0.112
C 4.521389 -1.613985 2.772058 0.046 0.087 -0.120
N 5.086652 -2.064033 5.043542 0.008 0.028 -0.130
C -1.797240 2.818028 1.165021 -0.015 0.325 0.212
C 0.998821 -2.364052 -2.212561 0.946 0.081 -0.047
H 0.415454 4.997426 1.877423 0.034 -0.008 0.004
H 5.567061 -1.342126 2.673864 -0.015 0.006 -0.046
H 0.991311 -4.061866 -3.502176 0.010 0.005 -0.007
H -3.922643 3.131709 -3.763859 0.017 0.022 -0.017
C -0.755956 -5.182856 0.716996 -0.176 -0.018 -0.056
C 0.295979 2.902825 1.694115 0.015 -0.034 -0.122
H 4.763010 -2.179174 -2.674695 -0.010 0.026 -0.001
N 1.683112 -1.394617 -1.577193 -0.311 -0.290 -0.388
H 6.050748 -1.987722 4.773318 0.023 -0.012 0.031
H 0.370288 3.693057 -3.385861 -0.008 0.024 0.019
H -0.922330 4.405128 -4.507204 -0.046 -0.038 -0.047
H -2.798842 -4.557417 0.594065 0.003 0.002 0.016
N 0.073964 -1.247011 1.950294 -0.002 -0.150 0.598
H -5.094148 3.189205 0.624561 0.019 0.002 -0.005
H -0.962281 -6.187979 0.377585 0.035 0.001 0.013
H -2.516257 -3.018707 -3.195873 -0.048 -0.013 -0.034
C -0.249849 -2.547511 1.580750 0.033 -0.396 0.222
H -2.133626 6.233789 1.203167 0.000 -0.015 0.003
C -3.694217 4.800378 0.837010 0.003 0.030 -0.013
H -2.627159 4.686931 -4.329155 -0.028 -0.024 0.003
H 0.802667 -2.826524 3.915121 -0.001 -0.068 -0.038
C -4.466759 -2.415217 -2.516955 -0.061 0.028 0.028
H 1.844596 2.744460 3.142608 0.030 0.041 -0.011
H 2.398550 3.130313 1.521479 0.028 -0.052 -0.038
N -0.391961 -2.418344 -2.176123 -1.025 -0.033 0.177
H 3.488123 -4.010399 -3.805584 -0.013 -0.010 0.002
N -1.006695 -1.646957 -1.406933 0.589 -0.773 -1.062
H 2.558749 0.222944 3.665552 0.017 0.083 -0.007
C 1.687154 -2.389553 3.458826 -0.044 0.367 0.116
C 0.527639 -4.828426 1.108637 0.268 -0.022 0.095
C -3.129451 -0.919151 -0.596511 0.507 -0.226 -0.328
C -2.397438 5.188392 1.108243 0.060 0.129 0.084
H -2.364244 -2.282485 1.442545 -0.024 0.028 -0.048
C -1.732524 4.426684 -3.774923 0.060 0.087 0.056
C -1.467407 4.173156 1.295602 -0.267 -0.346 -0.208
H -3.731113 2.826688 -2.034918 0.004 -0.012 0.040
C 2.997389 -1.356767 -1.779095 0.046 0.073 0.112
H -2.578282 -0.371652 0.168956 -0.288 -0.032 0.015
C -1.786020 -4.257894 0.831719 0.052 -0.062 -0.043
C 3.769037 -1.485265 1.678731 0.241 -0.128 0.155
H -6.259949 -1.662921 -1.607177 0.007 -0.009 -0.013
C -0.967413 2.486923 -2.456653 -0.046 -0.078 -0.007
H 2.480691 3.795762 -3.558571 -0.045 -0.027 -0.002
H 2.583568 -2.690257 5.419202 -0.032 -0.028 -0.019
H 2.746846 -3.793003 2.126850 0.030 0.045 0.021
H -3.348545 1.562010 -3.237139 0.023 0.010 -0.001
C 2.983873 -3.283056 -3.184048 0.086 0.100 0.070
N -0.120845 4.183212 1.622173 0.119 0.063 0.189
N -0.653455 2.041608 1.390843 -0.073 0.429 0.265
N 2.574691 3.168245 -2.777953 0.011 0.032 -0.022
H 3.532091 -0.543326 -1.301033 0.011 -0.019 0.017
H 4.235662 -1.119223 0.771360 0.003 -0.036 -0.001
N 1.927955 1.092348 1.808035 -0.001 -0.127 0.112
C 2.815687 -2.371634 4.411843 0.211 0.005 -0.067
N -1.153451 1.454317 -1.690803 0.013 -0.057 -0.077
C -4.508751 -0.915432 -0.625393 -0.136 0.109 0.081
H 0.833825 0.600554 3.535600 -0.021 -0.004 -0.003
C 1.701760 0.230818 2.990385 0.024 -0.233 0.046
N 1.646387 1.714167 -1.205404 0.027 0.301 -0.191
C 1.364334 -1.170265 2.535514 0.107 -0.102 0.422
H 4.900046 -2.419286 5.965743 0.049 0.005 0.026
H 2.633771 1.588270 -1.008490 0.064 -0.002 -0.004
H 3.514741 2.936325 -2.511504 0.003 -0.007 0.038
H -1.546943 5.216411 -3.042992 0.026 -0.024 -0.018
C -3.119067 2.443177 0.935340 0.087 0.000 0.013
C -3.308312 2.631938 -3.022635 -0.052 -0.047 0.011
H -4.457197 5.555042 0.702009 0.014 0.002 0.021
H 1.327822 -5.560789 1.100651 -0.003 0.019 0.008
C 3.692039 -2.269178 -2.557127 0.002 -0.080 -0.032
H -2.143346 1.239195 -1.647432 -0.049 -0.001 0.012
H -3.415113 1.404107 0.948737 -0.041 -0.015 -0.048
H -5.075460 -0.352491 0.105380 0.026 0.019 -0.009
Ce 0.144353 0.091177 -0.000330 0.357 0.775 -0.295
C -5.178239 -1.663732 -1.588732 0.004 0.020 0.031
C -3.084839 -2.434278 -2.487420 0.283 0.073 0.085
C -4.053617 3.447304 0.775437 -0.060 -0.082 -0.037
N 0.311226 2.989339 -2.669879 0.020 0.108 -0.084
N 2.007303 -3.086514 2.121565 0.026 -0.278 -0.015
H -4.997668 -2.991079 -3.262702 0.017 -0.008 0.001
```
Forces are in eV/Å.

Output
total charge	+3
2S+1	2
expectation value of S²	0.751
ΔE to the lowest compared entry with this formula, charge and spin	5.8714	eV
HOMO (spin up / spin down)	-14.57 / -14.58	eV
largest force on an atom	0.028	Eh/bohr
LUMO level (spin up / spin down)	-8.56 / -8.56	eV
gap between HOMO and LUMO (spin up / spin down)	0.2209 / 0.2211	Eh
calculated total energy	-2692.15038	Ha

Atom charges from the Mulliken analysis, given in e for atoms 1 to 5:
1 N 0.303
2 C 1.056
3 C 0.237
4 N 0.123
5 C -0.685



# C3H8BrIOSi

A single C3H8BrIOSi molecule in a non-equilibrium geometry (the ωB97M-V functional and the def2-TZVPD basis, OMol25).

```
15
Properties=species:S:1:pos:R:3:forces:R:3
H -0.389721 0.753402 -2.746719 -0.455 0.273 0.812
Br -0.517035 1.701346 2.027051 -0.221 0.236 0.344
H 1.596575 -1.212542 2.695767 0.332 0.235 -0.506
C 1.223264 -1.096292 1.663138 -0.608 -3.400 -0.215
H 1.630763 -1.962832 0.985732 0.026 2.208 1.034
H -2.046799 -0.242496 -0.311829 -1.337 0.904 2.944
C -1.606920 -0.465500 -1.195077 2.228 3.108 -3.248
C -0.612650 0.829107 -1.654921 -0.932 -1.070 1.825
H 0.199432 -1.525836 1.768348 0.132 0.814 -0.075
H -2.402590 -0.552645 -1.929118 0.147 -0.440 -0.228
O 0.705232 0.796014 -1.046350 -0.351 -0.426 3.206
H -1.208593 1.783476 -1.360968 1.112 -1.349 -0.753
H -0.987871 -1.295811 -1.050374 0.770 -1.516 -0.305
Si 1.120582 0.627768 1.115351 0.244 1.049 -5.002
I 3.296332 1.862842 1.039969 -1.086 -0.626 0.166
```
Forces are in eV/Å.

Output
2S+1	1
ΔE to the lowest compared entry with this formula, charge and spin	2.3715	eV
HOMO	-9.16	eV
largest force on an atom	0.100	Eh/bohr
LUMO level	-0.02	eV
SMILES	CCO[Si@](C)(Br)I
gap between HOMO and LUMO	0.3360	Eh
calculated total energy	-3355.57087	Ha

Atom charges from the natural (NBO) analysis, given in e for atoms 1 to 5:
1 H 0.184
2 Br -0.250
3 H 0.275
4 C -1.268
5 H 0.297



# C4H5N3

A single C4H5N3 molecule in a non-equilibrium geometry (the ωB97M-V functional and the def2-TZVPD basis, OMol25).

```
12
Properties=species:S:1:pos:R:3:forces:R:3
C 1.393227 1.049740 0.000966 1.069 -2.554 0.345
N 0.370256 0.116327 0.127572 -0.462 1.897 -1.309
H 0.352173 -1.957740 0.161188 -0.129 -0.978 -0.203
N 2.573689 0.380179 -0.071854 -2.495 1.430 0.287
H -2.996015 0.081305 -0.023046 -0.210 0.233 -0.464
N 2.279775 -0.935008 -0.023780 -2.213 -0.986 -0.638
C -1.004949 0.491117 0.013206 2.421 -0.417 -0.049
H -2.019344 -1.448684 -0.006465 0.600 1.312 -0.229
C -2.003798 -0.328996 -0.093895 -1.847 -1.923 0.862
H 1.151260 2.095069 0.006880 0.440 0.222 -0.035
C 0.915086 -1.084589 -0.018241 3.688 0.684 1.280
H -1.011359 1.541279 -0.072534 -0.864 1.080 0.153
```
Forces are in eV/Å.

Output
2S+1	1
ΔE to the lowest compared entry with this formula, charge and spin	2.4378	eV
HOMO	-9.61	eV
largest force on an atom	0.077	Eh/bohr
LUMO level	0.64	eV
SMILES	C=Cn1cnnc1
gap between HOMO and LUMO	0.3765	Eh
calculated total energy	-319.62262	Ha

Atom charges from the natural (NBO) analysis, given in e for atoms 1 to 5:
1 C 0.116
2 N -0.366
3 H 0.206
4 N -0.251
5 H 0.219